# 1
2 unconnected molecules or ions with the total composition C2H2ClF. Source: OMol25; level of theory: ωB97M-V with the def2-TZVPD basis set.

The geometry in ORCA input format:
```
! wB97M-V def2-TZVPD RIJCOSX def2/J DEFGRID3
* xyz 0 1
C 0.471 1.067 -0.115
C -0.725 0.851 -0.120
Cl -2.386 0.744 0.069
H 1.446 0.883 0.094
F 1.089 -1.748 0.123
H 0.105 -1.797 -0.050
*
```

Values from the calculation:
ΔE to the lowest compared entry with this formula, charge and spin (kJ/mol): 187.1
HOMO energy (eV): -10.4
Gap between HOMO and LUMO (Ha): 0.399

=====

# 2
2 unconnected molecules or ions with the total composition C2H2ClF2I. Source: OMol25; level of theory: ωB97M-V with the def2-TZVPD basis set.

The geometry in ORCA input format:
```
! wB97M-V def2-TZVPD RIJCOSX def2/J DEFGRID3
* xyz 0 1
C -1.083 -0.692 -0.585
C 0.987 0.508 0.561
F -1.746 0.459 -0.513
F 0.599 0.577 1.858
Cl 0.759 1.957 -0.350
I 2.830 -0.473 0.306
H -0.989 -0.949 -1.580
H -1.358 -1.387 0.302
*
```

Values from the calculation:
ΔE to the lowest compared entry with this formula, charge and spin (kJ/mol): 377.0
HOMO energy (alpha / beta) (eV): -8.6 / -8.8
Gap between HOMO and LUMO (alpha / beta) (Ha): 0.313 / 0.301

=====

# 3
2 unconnected molecules or ions with the total composition C2H2ClF2P. Source: OMol25; level of theory: ωB97M-V with the def2-TZVPD basis set.

The geometry in ORCA input format:
```
! wB97M-V def2-TZVPD RIJCOSX def2/J DEFGRID3
* xyz 0 3
C 0.276 -0.976 -0.096
C 0.020 1.539 0.275
F -1.035 1.607 0.992
F 1.111 1.700 0.976
P -0.934 -1.444 -1.186
Cl 1.601 -1.394 0.793
H -0.001 1.872 -0.791
H -1.038 -2.905 -0.963
*
```

Values from the calculation:
ΔE to the lowest compared entry with this formula, charge and spin (kJ/mol): 0.0
HOMO energy (alpha / beta) (eV): -7.0 / -9.3
<S²>: 2.03
Gap between HOMO and LUMO (alpha / beta) (Ha): 0.244 / 0.291

=====

# 4
A single C2H2ClF3 molecule. Source: OMol25; level of theory: ωB97M-V with the def2-TZVPD basis set.

The geometry in ORCA input format:
```
! wB97M-V def2-TZVPD RIJCOSX def2/J DEFGRID3
* xyz 0 1
F -1.545 0.820 0.288
C -0.311 0.085 0.776
F -0.686 -1.153 1.190
C 0.489 -0.141 -0.551
F -0.082 -1.194 -1.213
Cl 0.514 1.174 -1.771
H 0.132 0.633 1.609
H 1.489 -0.224 -0.327
*
```

Values from the calculation:
ΔE to the lowest compared entry with this formula, charge and spin (kJ/mol): 125.2
HOMO energy (eV): -11.6
Gap between HOMO and LUMO (Ha): 0.453

=====

# 5
2 unconnected molecules or ions with the total composition C2H2ClF3S. Source: OMol25; level of theory: ωB97M-V with the def2-TZVPD basis set.

The geometry in ORCA input format:
```
! wB97M-V def2-TZVPD RIJCOSX def2/J DEFGRID3
* xyz 0 3
C 0.538 1.716 -0.144
C -0.699 -1.306 0.401
F 0.626 1.432 1.139
F 0.024 -1.126 1.514
F -1.821 -0.682 0.792
S -0.561 -2.354 -0.890
Cl 1.156 -1.554 -1.957
H 1.030 2.665 -0.278
H -0.293 1.209 -0.577
*
```

Values from the calculation:
ΔE to the lowest compared entry with this formula, charge and spin (kJ/mol): 0.0
HOMO energy (alpha / beta) (eV): -8.5 / -10.5
<S²>: 2.02
Gap between HOMO and LUMO (alpha / beta) (Ha): 0.285 / 0.310

=====

# 6
2 unconnected molecules or ions with the total composition C2H2ClF4NS. Source: OMol25; level of theory: ωB97M-V with the def2-TZVPD basis set.

The geometry in ORCA input format:
```
! wB97M-V def2-TZVPD RIJCOSX def2/J DEFGRID3
* xyz 0 1
C 1.291 0.513 -0.519
C 2.308 0.009 0.159
N -1.212 -0.236 0.959
F 2.870 -1.131 -0.307
F 2.963 0.490 1.138
F -3.759 -0.757 0.265
F -2.216 0.022 -1.514
S -2.384 0.292 0.195
Cl 0.552 2.093 -0.343
H -1.302 -1.207 1.206
H 0.888 -0.088 -1.238
*
```

Values from the calculation:
HOMO energy (eV): -9.8
Gap between HOMO and LUMO (Ha): 0.356

=====

# 7
2 unconnected molecules or ions with the total composition C2H2ClFO2. Source: OMol25; level of theory: ωB97M-V with the def2-TZVPD basis set.

The geometry in ORCA input format:
```
! wB97M-V def2-TZVPD RIJCOSX def2/J DEFGRID3
* xyz 0 1
C -0.981 -1.620 -1.381
C 0.475 -0.249 -0.243
O -1.843 -1.170 -2.046
O -0.284 0.637 0.395
F 1.196 0.255 -1.264
Cl -0.604 -3.260 -1.106
H 1.044 -0.917 0.388
H -0.726 1.231 -0.233
*
```

Values from the calculation:
ΔE to the lowest compared entry with this formula, charge and spin (kJ/mol): 232.4
HOMO energy (eV): -8.7
Gap between HOMO and LUMO (Ha): 0.332

=====

# 8
A single C2H2ClFS molecule. Source: OMol25; level of theory: ωB97M-V with the def2-TZVPD basis set.

The geometry in ORCA input format:
```
! wB97M-V def2-TZVPD RIJCOSX def2/J DEFGRID3
* xyz 0 1
C 1.149 0.062 -1.029
C -1.039 -0.115 0.907
F 1.816 0.923 -1.832
S -0.354 0.650 -0.504
Cl -2.783 -0.328 1.119
H 1.597 -0.505 -0.341
H -0.387 -0.686 1.681
*
```

Values from the calculation:
ΔE to the lowest compared entry with this formula, charge and spin (kJ/mol): 280.5
HOMO energy (alpha / beta) (eV): -8.2 / -8.3
Gap between HOMO and LUMO (alpha / beta) (Ha): 0.284 / 0.297

=====

# 9
A molecular structure, C2H2ClIO. Source: OMol25; level of theory: ωB97M-V with the def2-TZVPD basis set.

The geometry in ORCA input format:
```
! wB97M-V def2-TZVPD RIJCOSX def2/J DEFGRID3
* xyz 0 1
C -0.655 0.218 0.600
C 0.503 -0.219 -0.197
O -1.364 -0.570 1.230
Cl 0.880 -1.890 -0.420
I 2.077 1.080 -0.222
H -0.884 1.247 0.802
H -0.556 0.135 -1.793
*
```

Values from the calculation:
ΔE to the lowest compared entry with this formula, charge and spin (kJ/mol): 334.4
HOMO energy (alpha / beta) (eV): -9.4 / -9.8
Gap between HOMO and LUMO (alpha / beta) (Ha): 0.299 / 0.302

=====

# 10
3 unconnected molecules or ions with the total composition C2H2ClIO2. Source: OMol25; level of theory: ωB97M-V with the def2-TZVPD basis set.

The geometry in ORCA input format:
```
! wB97M-V def2-TZVPD RIJCOSX def2/J DEFGRID3
* xyz 0 1
C 3.293 -0.640 0.863
C -0.104 -0.762 1.076
O 4.132 -1.257 1.346
O 2.307 -0.165 0.534
Cl 4.561 0.737 -0.694
I -0.182 -2.394 -0.230
H -0.418 0.199 0.669
H -0.217 -1.038 2.089
*
```

Values from the calculation:
ΔE to the lowest compared entry with this formula, charge and spin (kJ/mol): 338.0
HOMO energy (alpha / beta) (eV): -8.2 / -8.2
Gap between HOMO and LUMO (alpha / beta) (Ha): 0.143 / 0.143

=====

# 11
A gas-phase ion, C2H2ClIO2P (charge +1). Source: OMol25; level of theory: ωB97M-V with the def2-TZVPD basis set.

The geometry in ORCA input format:
```
! wB97M-V def2-TZVPD RIJCOSX def2/J DEFGRID3
* xyz 1 1
C 0.903 -1.180 -0.071
C 0.920 0.231 0.028
O 0.020 -2.144 -0.040
O -0.140 1.107 0.059
P -1.484 1.561 0.713
Cl -1.926 3.040 -0.511
I -2.016 -1.714 -0.074
H 1.849 -1.769 -0.230
H 1.874 0.869 0.125
*
```

Values from the calculation:
ΔE to the lowest compared entry with this formula, charge and spin (kJ/mol): 300.4
HOMO energy (eV): -13.2
Gap between HOMO and LUMO (Ha): 0.234

=====

# 12
A molecular structure, C2H2ClIO2S. Source: OMol25; level of theory: ωB97M-V with the def2-TZVPD basis set.

The geometry in ORCA input format:
```
! wB97M-V def2-TZVPD RIJCOSX def2/J DEFGRID3
* xyz 0 3
C -1.223 1.020 0.296
C 1.225 -0.441 -1.105
O -1.310 -0.257 0.251
O 2.165 -1.142 -0.306
S 0.679 -1.121 0.333
Cl -0.044 -2.882 -0.069
I 1.236 1.670 -0.519
H -0.826 1.414 1.342
H -1.901 1.739 -0.222
*
```

Values from the calculation:
ΔE to the lowest compared entry with this formula, charge and spin (kJ/mol): 424.1
HOMO energy (alpha / beta) (eV): -5.7 / -9.6
<S²>: 2.02
Gap between HOMO and LUMO (alpha / beta) (Ha): 0.202 / 0.256

=====

# 13
A single C2H2ClN molecule. Source: OMol25; level of theory: ωB97M-V with the def2-TZVPD basis set.

The geometry in ORCA input format:
```
! wB97M-V def2-TZVPD RIJCOSX def2/J DEFGRID3
* xyz 0 1
N 1.503 -0.610 0.309
C 0.344 -0.211 0.150
C -0.840 0.393 0.157
Cl -2.593 0.065 -0.140
H 2.129 -1.091 -0.289
H -0.542 1.455 -0.188
*
```

Values from the calculation:
ΔE to the lowest compared entry with this formula, charge and spin (kJ/mol): 157.8
HOMO energy (eV): -9.0
Gap between HOMO and LUMO (Ha): 0.337

=====

# 14
A molecular structure, C2H2ClN. Source: OMol25; level of theory: ωB97M-V with the def2-TZVPD basis set.

The geometry in ORCA input format:
```
! wB97M-V def2-TZVPD RIJCOSX def2/J DEFGRID3
* xyz 0 1
C 1.548 1.027 0.006
C 0.712 -0.076 0.114
N 2.319 1.823 -0.150
Cl 1.433 -1.673 0.075
H 0.043 -0.028 0.869
H 0.141 0.082 -1.196
*
```

Values from the calculation:
ΔE to the lowest compared entry with this formula, charge and spin (kJ/mol): 123.3
HOMO energy (eV): -11.1
Gap between HOMO and LUMO (Ha): 0.420

=====

# 15
2 unconnected molecules or ions with the total composition C2H2ClN. Source: OMol25; level of theory: ωB97M-V with the def2-TZVPD basis set.

The geometry in ORCA input format:
```
! wB97M-V def2-TZVPD RIJCOSX def2/J DEFGRID3
* xyz 0 1
C -1.241 -0.597 -1.489
C -0.214 0.437 1.961
N -0.126 -0.434 -1.674
Cl 0.461 1.849 2.644
H -2.294 -0.619 -1.155
H 0.206 0.510 0.926
*
```

Values from the calculation:
ΔE to the lowest compared entry with this formula, charge and spin (kJ/mol): 362.4
HOMO energy (eV): -9.5
Gap between HOMO and LUMO (Ha): 0.312

=====

# 16
A single C2H2ClN molecule. Source: OMol25; level of theory: ωB97M-V with the def2-TZVPD basis set.

The geometry in ORCA input format:
```
! wB97M-V def2-TZVPD RIJCOSX def2/J DEFGRID3
* xyz 0 1
Cl 0.133 -2.227 0.412
C -0.083 -0.439 -0.201
C -0.082 1.042 0.277
N 1.031 0.597 -0.050
H -0.417 -0.756 -1.287
H -0.584 1.783 0.848
*
```

Values from the calculation:
ΔE to the lowest compared entry with this formula, charge and spin (kJ/mol): 234.4
HOMO energy (eV): -10.1
Gap between HOMO and LUMO (Ha): 0.395

=====

# 17
A molecular structure, C2H2ClN2. Source: OMol25; level of theory: ωB97M-V with the def2-TZVPD basis set.

The geometry in ORCA input format:
```
! wB97M-V def2-TZVPD RIJCOSX def2/J DEFGRID3
* xyz 1 1
C -0.430 -0.591 0.031
C -0.999 0.546 0.023
N 3.052 0.115 0.013
N 1.982 -0.062 -0.118
Cl -2.682 0.028 0.007
H -0.179 -1.625 0.016
H -0.744 1.590 0.027
*
```

Values from the calculation:
ΔE to the lowest compared entry with this formula, charge and spin (kJ/mol): 80.0
HOMO energy (eV): -16.9
Gap between HOMO and LUMO (Ha): 0.337

=====

# 18
2 unconnected molecules or ions with the total composition C2H2ClN2O2. Source: OMol25; level of theory: ωB97M-V with the def2-TZVPD basis set.

The geometry in ORCA input format:
```
! wB97M-V def2-TZVPD RIJCOSX def2/J DEFGRID3
* xyz 1 1
C 0.317 1.209 -0.079
C -2.370 -0.116 0.010
N 1.848 -0.640 -0.016
N 1.179 0.381 -0.035
O -1.323 -0.471 0.290
O -3.429 0.269 -0.076
Cl 1.255 -2.263 -0.008
H -0.289 2.164 -0.246
H 2.812 -0.533 0.160
*
```

Values from the calculation:
ΔE to the lowest compared entry with this formula, charge and spin (kJ/mol): 30.9
HOMO energy (eV): -15.2
Gap between HOMO and LUMO (Ha): 0.342

=====

# 19
2 unconnected molecules or ions with the total composition C2H2ClN3O4. Source: OMol25; level of theory: ωB97M-V with the def2-TZVPD basis set.

The geometry in ORCA input format:
```
! wB97M-V def2-TZVPD RIJCOSX def2/J DEFGRID3
* xyz 0 1
C 0.074 -0.010 -0.667
C -1.202 -0.061 -0.138
N -1.433 0.839 0.754
N 0.586 1.152 -0.202
N -2.147 -1.131 -0.348
O 1.526 1.771 -0.413
O -1.847 -1.927 -1.200
O -3.140 -1.151 0.354
O -0.412 1.643 0.738
Cl 3.379 -0.695 0.919
H 0.536 -0.390 -1.591
H 4.079 -0.042 1.794
*
```

Values from the calculation:
ΔE to the lowest compared entry with this formula, charge and spin (kJ/mol): 0.0
HOMO energy (alpha / beta) (eV): -10.2 / -10.2
Gap between HOMO and LUMO (alpha / beta) (Ha): 0.337 / 0.337

=====

# 20
A single C2H2ClNO molecule. Source: OMol25; level of theory: ωB97M-V with the def2-TZVPD basis set.

The geometry in ORCA input format:
```
! wB97M-V def2-TZVPD RIJCOSX def2/J DEFGRID3
* xyz 0 1
N 1.414 2.577 -0.231
C 1.209 1.482 0.038
C 1.064 0.081 0.186
O -0.004 -0.394 -1.099
Cl 2.508 -0.854 -0.010
H 0.369 -0.333 0.860
H 0.447 -0.463 -1.981
*
```

Values from the calculation:
ΔE to the lowest compared entry with this formula, charge and spin (kJ/mol): 112.4
HOMO energy (eV): -11.4
Gap between HOMO and LUMO (Ha): 0.417